# 1
{"formula": "C4H8O3", "method": "ωB97M-V/def2-TZVPD", "species": ["C", "C", "C", "C", "O", "O", "O", "H", "H", "H", "H", "H", "H", "H", "H"], "coordinates": [[-0.16110, -0.01410, -0.15510], [-0.73111, -1.43609, -0.11590], [-0.38409, 0.62252, 1.21548], [1.74993, 0.79630, -0.49173], [1.22967, -0.31682, -1.03536], [-0.87647, 0.77094, -1.08839], [2.92735, 0.59262, -0.12444], [-1.05427, 0.20664, -1.86058], [1.31223, 1.78978, -0.66630], [-0.66248, -1.92563, -1.09208], [-0.16846, -2.05293, 0.59021], [-1.79904, -1.43448, 0.12020], [-0.16322, 1.69378, 1.20992], [0.21795, 0.12925, 1.98300], [-1.43686, 0.57821, 1.51105]], "homo_lumo_gap_ha": 0.38262, "e_above_lowest_kj_mol": 278.8, "smiles": "CC(C)(O)OC=O", "e_homo_ev": -9.772}

***

# 2
{"formula": "C4H8O3", "method": "ωB97M-V/def2-TZVPD", "species": ["C", "C", "C", "C", "H", "H", "H", "H", "H", "H", "H", "H", "O", "O", "O"], "coordinates": [[0.17802, 0.36460, 1.38676], [0.01262, -0.34853, -0.08691], [-0.45933, 0.84477, -0.99244], [1.13011, -0.49217, -1.02864], [-1.50880, -0.01627, 2.19611], [0.40644, -0.47359, 2.21959], [0.98768, 1.25239, 1.67728], [-1.21373, -1.39922, -0.74816], [-1.06238, 0.76864, -1.91864], [-0.68434, 1.82670, -0.43432], [0.94800, -1.65022, -1.40807], [2.31933, -0.67989, -0.93651], [-1.11836, 0.83149, 1.63126], [-0.77284, -1.53632, 0.19302], [0.83758, 0.70762, -1.75034]], "homo_lumo_gap_ha": 0.37170, "e_above_lowest_kj_mol": 559.8, "smiles": "OCC1(O)COC1", "e_homo_ev": -9.430}

***

# 3
{"formula": "C4H8O3", "method": "ωB97M-V/def2-TZVPD", "species": ["C", "C", "O", "C", "O", "C", "O", "H", "H", "H", "H", "H", "H", "H", "H"], "coordinates": [[-1.54903, 1.04402, -0.79315], [-0.36998, 0.58637, 0.03119], [-0.74095, 0.73815, 1.38238], [-0.02851, -0.87567, -0.33361], [1.37245, -1.10554, -0.53315], [2.17051, -0.93960, 0.50774], [1.85022, -0.57245, 1.61409], [-2.37615, 0.34535, -0.61764], [-1.25750, 1.12108, -1.84896], [-1.85316, 2.02950, -0.44360], [0.48294, 1.24290, -0.21124], [-0.03956, 0.34251, 1.92128], [-0.43891, -1.18829, -1.29677], [-0.40642, -1.56348, 0.43400], [3.18405, -1.20484, 0.18742]], "homo_lumo_gap_ha": 0.41256, "e_above_lowest_kj_mol": 92.4, "smiles": "C[C@@H](O)COC=O", "e_homo_ev": -10.367}

***

# 4
{"formula": "C4H8O3", "method": "ωB97M-V/def2-TZVPD", "species": ["O", "C", "C", "C", "C", "O", "H", "H", "H", "H", "H", "H", "H", "H", "O"], "coordinates": [[2.20149, 1.05376, 0.34303], [1.75861, 0.28910, -0.45811], [0.88994, 0.73624, -1.64335], [-0.58201, 0.91707, -1.33427], [-1.20612, -0.16644, -0.43972], [-2.37615, -0.53036, -0.49966], [1.90914, -0.89268, -0.41197], [1.19078, 1.52837, -2.29021], [0.78489, -0.13574, -2.41473], [-1.14390, 0.76880, -2.19589], [-0.70474, 1.85509, -0.94065], [-0.42553, -0.56400, 0.35411], [-0.59562, -1.95480, 3.32010], [-0.81764, -0.98059, 4.36331], [-0.88314, -1.92383, 4.24801]], "homo_lumo_gap_ha": 0.39427, "e_above_lowest_kj_mol": 268.4, "smiles": "O=CCCC=O.O", "e_homo_ev": -10.238}

***

# 5
{"formula": "C4H8O3", "method": "ωB97M-V/def2-TZVPD", "species": ["C", "C", "O", "C", "O", "C", "O", "H", "H", "H", "H", "H", "H", "H", "H"], "coordinates": [[1.42092, 0.50670, 1.33840], [0.63387, 0.36941, 0.04387], [0.97459, -0.91607, -0.47362], [-0.86811, 0.71665, -0.01036], [-1.33960, 0.32701, -1.31140], [-1.56161, -0.98042, -1.44990], [-1.59195, -1.78901, -0.55415], [1.49574, 1.50040, 1.79307], [2.39288, 0.17988, 0.96715], [1.11268, -0.21962, 2.09773], [1.07499, 1.05446, -0.68663], [0.48946, -1.61736, -0.01220], [-0.99856, 1.80375, 0.00514], [-1.50917, 0.28003, 0.76246], [-1.72613, -1.21580, -2.50956]], "homo_lumo_gap_ha": 0.41713, "e_above_lowest_kj_mol": 120.9, "smiles": "C[C@@H](O)COC=O", "e_homo_ev": -10.436}

***

# 6
{"formula": "C4H8O3", "method": "ωB97M-V/def2-TZVPD", "species": ["C", "C", "O", "C", "O", "C", "O", "H", "H", "H", "H", "H", "H", "H", "H"], "coordinates": [[-2.35768, -0.01966, 0.38616], [-1.31832, -0.57030, -0.56576], [-0.16730, 0.29243, -0.57382], [0.93407, -0.13953, 0.03276], [1.04551, -1.17761, 0.64762], [2.08351, 0.81895, -0.16879], [3.20206, 0.39736, 0.54920], [-2.09387, -0.21451, 1.43071], [-2.44135, 1.06004, 0.23287], [-3.32621, -0.48923, 0.18616], [-1.68251, -0.56720, -1.59572], [-1.01421, -1.57796, -0.28287], [2.28130, 0.87274, -1.25045], [1.76514, 1.82310, 0.13946], [2.97898, -0.47497, 0.91436]], "homo_lumo_gap_ha": 0.41842, "e_above_lowest_kj_mol": 74.7, "smiles": "CCOC(=O)CO", "e_homo_ev": -10.546}

***

# 7
{"formula": "C4H8O3", "method": "ωB97M-V/def2-TZVPD", "species": ["C", "C", "O", "C", "O", "C", "O", "H", "H", "H", "H", "H", "H", "H", "H"], "coordinates": [[0.12252, 0.21086, -1.52953], [-0.19183, -0.67578, -0.37035], [-1.51910, -1.01165, -0.32234], [0.66523, -1.11078, 0.55941], [2.02646, -0.97981, 0.42625], [0.73984, 1.72536, 1.56169], [1.83421, 1.48236, 1.76599], [-0.51762, 1.09982, -1.47390], [1.16919, 0.51974, -1.51299], [-0.09169, -0.28632, -2.48134], [-2.64820, 1.08465, 0.11913], [-1.63427, -1.69486, 0.35193], [0.29882, -1.64689, 1.43983], [2.37923, -0.53289, 1.20789], [-2.63280, 1.81617, 0.25833]], "homo_lumo_gap_ha": 0.34215, "e_above_lowest_kj_mol": 285.3, "e_homo_ev": -8.450}

***

# 8
{"formula": "C4H8O3", "method": "ωB97M-V/def2-TZVPD", "species": ["C", "O", "C", "O", "C", "C", "O", "H", "H", "H", "H", "H", "H", "H", "H"], "coordinates": [[-2.87342, 0.22880, -0.45394], [-1.83499, 0.19403, 0.52583], [-0.66434, -0.30140, 0.09188], [-0.49514, -0.70035, -1.03802], [0.38998, -0.26825, 1.16559], [2.67358, 0.61769, -0.77223], [3.73099, -0.13988, -0.58207], [-3.12044, -0.78478, -0.78146], [-3.72989, 0.69284, 0.03756], [-2.56128, 0.81574, -1.32172], [-0.04233, -0.09840, 2.15263], [0.94687, -1.20866, 1.14606], [2.00706, -0.04352, -1.37266], [1.08974, 0.54490, 0.93012], [4.37060, 0.36419, -0.05397]], "homo_lumo_gap_ha": 0.35300, "e_above_lowest_kj_mol": 364.2, "e_homo_ev": -8.827}

***

# 9
{"formula": "C4H8O3", "method": "ωB97M-V/def2-TZVPD", "species": ["C", "O", "C", "O", "C", "C", "O", "H", "H", "H", "H", "H", "H", "H", "H"], "coordinates": [[1.83001, 0.54086, 0.33868], [0.45167, 0.83312, 0.30324], [-0.52944, -1.49658, -0.08288], [0.24315, -1.83672, -0.89698], [-1.47075, -1.20360, 0.80230], [0.06683, 1.45379, -0.90129], [-2.40877, -2.18157, 1.11493], [2.01952, 0.00275, 1.27050], [2.43042, 1.46182, 0.31955], [2.12100, -0.09768, -0.50829], [-1.43588, -0.26921, 1.34825], [0.56955, 2.42348, -1.02890], [-1.01364, 1.60967, -0.84947], [0.29757, 0.81405, -1.76662], [-3.17125, -2.05420, 0.53698]], "homo_lumo_gap_ha": 0.34097, "e_above_lowest_kj_mol": 321.4, "smiles": "O=C=CO.COC", "e_homo_ev": -8.660}

***

# 10
{"formula": "C4H8O3", "method": "ωB97M-V/def2-TZVPD", "species": ["C", "O", "C", "O", "C", "C", "O", "H", "H", "H", "H", "H", "H", "H", "H"], "coordinates": [[1.69898, 2.14263, 0.52490], [1.46620, 0.78965, 0.13223], [0.17503, 0.42554, 0.10918], [-0.72525, 1.17202, 0.41761], [0.01418, -1.01385, -0.32324], [-1.42468, -1.37820, -0.70795], [-1.98371, -2.38342, 0.11361], [1.21403, 2.35561, 1.47972], [2.77961, 2.25733, 0.60461], [1.30365, 2.82445, -0.23175], [0.72983, -1.22086, -1.12197], [0.30994, -1.64745, 0.52227], [-2.03845, -0.47488, -0.68652], [-1.45343, -1.77618, -1.72459], [-2.25397, -1.97021, 0.94129]], "homo_lumo_gap_ha": 0.41471, "e_above_lowest_kj_mol": 94.0, "smiles": "COC(=O)CCO", "e_homo_ev": -10.454}

***

# 11
{"formula": "C4H8O3", "method": "ωB97M-V/def2-TZVPD", "species": ["C", "C", "O", "C", "O", "C", "O", "H", "H", "H", "H", "H", "H", "H", "H"], "coordinates": [[-2.63602, 0.03684, -0.09425], [-1.28665, -0.64330, -0.02661], [-0.29666, 0.39213, 0.08205], [0.97150, -0.01958, 0.03627], [1.30102, -1.19974, -0.11985], [1.94120, 1.02808, 0.24048], [3.33345, 0.32406, -0.12470], [-2.82292, 0.62351, 0.81001], [-2.68646, 0.70642, -0.95820], [-3.42490, -0.71514, -0.19217], [-1.08100, -1.23982, -0.92032], [-1.20201, -1.30493, 0.84195], [1.88785, 1.94098, -0.34037], [3.10727, 0.61064, 0.89598], [2.99884, -0.61114, -0.23046]], "homo_lumo_gap_ha": 0.35273, "e_above_lowest_kj_mol": 378.5, "e_homo_ev": -8.850}

***

# 12
{"formula": "C4H8O3", "method": "ωB97M-V/def2-TZVPD", "species": ["C", "O", "C", "O", "C", "C", "O", "H", "H", "H", "H", "H", "H", "H", "H"], "coordinates": [[2.03139, -0.00852, 0.23356], [0.78495, 0.12268, 0.88030], [-0.33136, -0.21723, 0.11397], [-0.21929, -1.45200, -0.49586], [-1.51186, -0.19844, 1.02518], [-0.73278, 0.89344, -0.95531], [-2.18859, -1.19231, 1.12320], [2.18005, -1.00459, -0.16643], [2.80565, 0.18333, 0.96605], [2.15308, 0.70925, -0.57187], [-1.72329, 0.73425, 1.57157], [-0.60664, 1.90313, -0.54946], [-1.75100, 0.81312, -1.37616], [-0.03940, 0.74154, -1.77452], [-0.85091, -2.02765, -0.02423]], "homo_lumo_gap_ha": 0.40346, "e_above_lowest_kj_mol": 170.8, "smiles": "CO[C@@](C)(O)C=O", "e_homo_ev": -10.113}